Computed, not measured: C2H10P2Si in the gas phase in a non-equilibrium geometry, with the ωB97M-V functional and the def2-TZVPD basis.

Structure (XYZ):
```
15
Properties=species:S:1:pos:R:3:forces:R:3
H -1.16492 -1.09283 0.35168 -0.75 -1.32 0.97
Si 1.01693 1.14002 1.12081 -2.99 0.11 1.06
C -0.60029 1.25710 0.13562 1.64 0.00 -0.24
H 2.09834 1.92311 0.63222 1.11 0.28 -0.65
H -0.86419 2.10860 -0.48474 0.06 0.26 0.18
H 0.16966 -0.65544 -2.88222 1.07 1.07 -0.89
P -1.15666 -0.15198 -0.58892 -1.86 1.91 -1.36
H 1.09991 -0.92714 2.53558 0.14 0.01 -1.78
P -0.71984 -1.50195 -2.33658 -0.98 -1.14 0.38
H 2.08360 -1.01225 0.95732 0.85 -0.49 0.33
C 1.16437 -0.69996 1.41653 1.23 0.68 1.54
H 0.76195 1.71404 2.50029 0.15 0.00 -0.43
H 0.44412 -1.18756 0.82098 -0.73 -0.82 0.08
H -2.48809 0.20091 -1.03432 0.56 -0.64 0.48
H -1.84489 -1.11467 -3.14424 0.48 0.10 0.32
```
Forces are in eV/Å.

Results
structure (SMILES)	C[SiH2]C=[PH2]P
E	-1054.26698	hartree
LUMO level	0.623	eV
gap between HOMO and LUMO	8.33	eV
HOMO level	-7.70	eV
energy above the lowest of the compared OMol25 structures with the same formula, charge and spin	136.3	kJ/mol

Computed, not measured: a molecular structure, C2H11B2Cl3HfO2 in a non-equilibrium geometry, with the ωB97M-V functional and the def2-TZVPD basis.

Structure (XYZ):
```
21
Properties=species:S:1:pos:R:3:forces:R:3
H -0.04454 -0.55504 3.27502 0.00 0.20 1.17
B -1.98217 -1.20123 -0.96282 -1.48 -0.53 -1.02
O 1.69765 0.93027 -0.22592 0.94 0.16 -0.09
C 0.72632 1.72246 -0.28687 -0.74 -2.02 -0.73
Hf 0.36774 -1.12719 -0.20372 1.21 0.00 -0.39
H -1.61869 -1.37994 0.10103 0.35 -0.60 2.19
H -1.18597 -0.59345 -1.50482 1.53 1.06 -1.22
H 0.91141 -0.27392 1.72178 1.93 0.76 -0.97
H -0.00042 -1.90396 1.97423 0.22 -2.14 -0.71
H 1.91149 3.46178 -0.25746 0.03 0.03 -0.26
B -0.01986 -0.77568 2.13778 -0.43 0.30 1.29
H -0.93321 -0.32468 1.63358 -1.52 0.73 -0.82
H -2.93894 -0.54403 -0.92898 -0.91 0.85 0.23
H 0.68290 3.56208 -1.54285 -0.05 -0.53 -0.22
H 0.23379 3.73801 0.13821 -0.12 -0.08 -0.09
H -2.14925 -2.20333 -1.51511 -0.23 -0.96 -0.50
O -0.41716 1.19180 -0.19419 -0.40 0.56 -0.18
Cl 1.14598 -1.03119 -2.80980 -0.19 0.07 1.16
C 0.89253 3.19209 -0.54365 0.41 0.64 1.23
Cl 2.83468 -2.09845 0.45556 -0.97 0.47 -0.31
Cl -0.11427 -3.78642 -0.46099 0.42 1.03 0.23
```
Forces are in eV/Å.

Results
total charge	-2
E	-1711.77312	hartree
LUMO level	5.367	eV
gap between HOMO and LUMO	7.73	eV
HOMO level	-2.36	eV
energy above the lowest of the compared OMol25 structures with the same formula, charge and spin	0.0	kJ/mol

Computed, not measured: 3 unconnected molecules or ions with the total composition C2H11N2O2 in a non-equilibrium geometry, with the ωB97M-V functional and the def2-TZVPD basis.

Structure (XYZ):
```
17
Properties=species:S:1:pos:R:3:forces:R:3
H -3.68953 1.44747 -0.09763 -0.40 -0.80 0.25
H 3.76343 -0.69262 -0.77155 -0.60 -0.21 -0.60
H 2.99585 -2.25334 -0.28092 0.26 0.18 0.03
H -0.37183 0.57505 -0.42897 0.58 -0.04 0.87
H -4.86225 0.63345 0.44358 -0.16 -0.22 0.09
O -1.49238 -0.60070 0.36927 0.18 -0.12 -0.34
C 3.05493 -1.18152 -0.09645 0.60 -0.57 0.31
O -3.95447 0.53248 0.14635 0.41 1.29 -0.46
N 1.70156 -0.63282 -0.17886 1.07 1.89 0.98
H 2.47045 1.28681 0.00276 -0.05 -0.09 0.33
H 3.54343 -0.97620 0.85740 -0.60 -0.39 0.38
H -1.73203 -1.34205 0.93241 -0.11 0.02 0.01
H 0.21214 1.96347 -0.94960 1.11 0.90 0.71
H -2.33537 -0.20126 0.08458 -0.19 -0.43 0.41
N 0.40032 1.24265 -0.26155 -1.50 -0.52 -0.79
C 1.57635 0.67272 -0.04961 -0.73 -0.52 -2.21
H 0.85997 -1.15963 -0.36690 0.11 -0.37 0.04
```
Forces are in eV/Å.

Results
total charge	+1
E	-342.54945	hartree
LUMO level	-3.803	eV
gap between HOMO and LUMO	11.02	eV
HOMO level	-14.83	eV
energy above the lowest of the compared OMol25 structures with the same formula, charge and spin	102.4	kJ/mol

Computed, not measured: 3 unconnected molecules or ions with the total composition C2H11N2O2 in a non-equilibrium geometry, with the ωB97M-V functional and the def2-TZVPD basis.

Structure (XYZ):
```
17
Properties=species:S:1:pos:R:3:forces:R:3
O 2.43837 0.35715 -1.26829 -1.41 -1.38 3.87
H 0.53363 -1.27106 -1.05542 0.22 -1.53 -1.18
N 0.42168 -0.72184 -0.25269 -0.98 0.96 3.63
H 0.16494 -1.28937 0.67058 1.62 1.44 -2.51
H -0.33292 1.23977 -0.43914 0.51 1.20 0.14
C -2.02895 0.02918 -0.42677 3.79 1.19 -0.53
H 0.90886 -1.55570 3.05873 1.55 2.41 -0.66
H -2.54921 -0.92076 -0.55535 0.18 0.24 0.47
H -2.43059 2.04101 -0.58389 1.16 1.90 -0.42
H 2.09065 -0.33044 3.14054 -2.49 -1.59 -1.26
O 1.29975 -0.72414 2.59448 0.88 -0.93 1.94
H 1.32440 -0.05600 -0.26182 -1.15 -2.03 0.37
H 2.19352 1.04958 -1.79205 0.27 2.44 -2.91
C -0.65346 0.24313 -0.45535 -2.93 -1.47 0.05
N -2.76063 1.16576 -0.35252 -4.01 -2.98 -0.18
H 3.11913 -0.26161 -1.36476 1.83 -0.50 -1.27
H -3.73916 1.00534 -0.65627 0.98 0.62 0.47
```
Forces are in eV/Å.

Results
total charge	+1
E	-342.48303	hartree
LUMO level	-3.042	eV
gap between HOMO and LUMO	9.16	eV
HOMO level	-12.20	eV
energy above the lowest of the compared OMol25 structures with the same formula, charge and spin	276.8	kJ/mol

Computed, not measured: 3 unconnected molecules or ions with the total composition C2H11N2O2 in a non-equilibrium geometry, with the ωB97M-V functional and the def2-TZVPD basis.

Structure (XYZ):
```
17
Properties=species:S:1:pos:R:3:forces:R:3
H -0.23383 1.70802 0.78275 0.41 -0.10 0.15
H -1.01888 -3.58950 -2.13176 0.18 0.05 0.32
H 0.73145 0.36333 3.08883 -0.05 0.49 0.04
H 1.42673 2.71290 -0.75239 0.05 0.26 -0.24
H -0.13904 3.11665 -1.34592 0.38 0.73 0.58
O -0.51479 -3.48858 -1.30875 -0.22 -0.83 0.02
H 0.58696 -0.78946 0.86950 -0.29 -0.71 0.57
C -0.20191 0.08323 -0.64904 0.87 0.19 -1.11
N -0.06405 -0.99896 0.13681 -0.27 0.98 0.52
H -0.26406 -1.94255 -0.16725 0.09 0.02 -0.21
H -0.50755 -4.38756 -0.91855 0.02 0.74 -0.31
C -0.08366 1.36670 -0.22715 0.22 -0.32 0.23
N 0.54080 2.38727 -1.12790 -2.19 -1.08 -0.67
H -0.24645 -0.14055 -1.72057 -0.07 0.17 0.02
H -0.55163 1.08999 3.42183 0.15 0.20 -0.07
O 0.27842 1.21045 2.93708 -0.11 -0.70 0.16
H 0.62560 1.94857 -2.04600 0.82 -0.10 0.01
```
Forces are in eV/Å.

Results
total charge	+1
E	-342.51234	hartree
LUMO level	-3.300	eV
gap between HOMO and LUMO	9.21	eV
HOMO level	-12.51	eV
energy above the lowest of the compared OMol25 structures with the same formula, charge and spin	199.8	kJ/mol

Computed, not measured: a gas-phase ion, C2H11N2OSi (charge +1) in a non-equilibrium geometry, with the ωB97M-V functional and the def2-TZVPD basis.

Structure (XYZ):
```
17
Properties=species:S:1:pos:R:3:forces:R:3
H -0.00689 -1.35609 -0.26040 -1.89 0.22 0.37
H 0.75385 2.09212 -1.22573 0.39 1.21 -1.36
H -1.03156 -1.24391 0.95760 -0.62 -1.16 4.27
H -2.52858 0.98308 1.31606 0.24 0.07 0.02
H -1.56004 0.26918 -1.26957 -0.55 0.13 -3.61
H 3.41013 0.13132 -0.49634 -0.89 -0.28 1.66
C -1.40297 0.26700 -0.27801 2.67 0.96 2.48
H -3.23276 1.10720 -0.10236 -3.29 2.04 -2.77
H 0.63305 1.77850 1.19629 0.10 1.73 2.46
H 2.81208 -0.76420 1.08858 1.04 -0.46 0.20
C 2.67420 -0.56593 0.04553 1.24 0.34 -3.16
N -2.57660 0.65119 0.36667 3.02 -2.30 3.27
O 1.34224 -0.09666 -0.03221 0.58 -1.27 -0.79
N -1.05371 -1.25123 0.01836 1.64 0.68 -5.56
H -1.64842 -1.93606 -0.52279 0.55 0.83 1.45
H 2.78918 -1.39036 -0.72339 -0.37 0.06 1.66
Si 0.62680 1.32488 -0.07830 -3.86 -2.81 -0.59
```
Forces are in eV/Å.

Results
total charge	+1
structure (SMILES)	CO[SiH2][C@H](N)[NH3+]
E	-556.73604	hartree
LUMO level	-3.163	eV
gap between HOMO and LUMO	9.85	eV
HOMO level	-13.01	eV
energy above the lowest of the compared OMol25 structures with the same formula, charge and spin	103.8	kJ/mol

Computed, not measured: 2 unconnected molecules or ions with the total composition C2H11N3O in a non-equilibrium geometry, with the ωB97M-V functional and the def2-TZVPD basis.

Structure (XYZ):
```
17
Properties=species:S:1:pos:R:3:forces:R:3
H -2.11392 -0.00227 0.84802 0.13 0.07 0.03
H -1.52823 -0.21898 3.70426 -0.14 -0.23 0.14
H -2.21869 1.24550 1.93640 -0.06 -0.13 -0.09
H 1.83664 0.82104 -2.83457 -0.09 -0.07 -0.29
H 0.45798 1.89171 -1.28738 0.27 -0.01 0.21
H -1.07203 -1.38877 2.42481 -0.15 -0.19 0.05
N 0.85933 -1.10083 -2.53231 0.38 -0.06 -0.54
C -1.21484 -0.34185 2.67344 0.35 0.52 -0.24
H 0.42367 -1.00791 -3.45153 -0.07 0.17 0.41
C 1.44567 0.15154 -2.06633 0.17 0.50 0.35
H 2.31290 -0.12542 -1.45471 0.07 -0.11 -0.03
H 0.20124 0.37055 -0.47897 -0.12 0.72 0.00
H 0.67528 -0.01697 2.01854 -0.34 -0.15 -0.04
N -2.20965 0.23771 1.82577 -0.22 -0.09 -0.02
H 1.62235 -1.75437 -2.66929 -0.10 -0.17 0.03
N 0.48416 0.89184 -1.29841 -0.53 -0.96 -0.11
O 0.03812 0.34747 2.64225 0.44 0.18 0.13
```
Forces are in eV/Å.

Results
structure (SMILES)	NCN.NCO
E	-322.27539	hartree
LUMO level	0.788	eV
gap between HOMO and LUMO	9.83	eV
HOMO level	-9.05	eV
energy above the lowest of the compared OMol25 structures with the same formula, charge and spin	24.5	kJ/mol

Computed, not measured: 3 unconnected molecules or ions with the total composition C2H11N3O2 in a non-equilibrium geometry, with the ωB97M-V functional and the def2-TZVPD basis.

Structure (XYZ):
```
18
Properties=species:S:1:pos:R:3:forces:R:3
N 2.50214 0.49772 0.08684 -0.92 0.24 0.39
H -4.37442 -1.78990 2.08498 -0.10 0.63 0.88
N 0.26256 0.11229 0.79421 -0.03 -0.02 0.03
H 0.47193 -2.80100 -1.42878 0.19 0.02 0.11
H 2.70074 0.75532 1.04373 0.29 0.52 -0.26
H -3.37138 -0.73837 2.52590 -0.59 -0.09 0.36
O -4.22125 -1.13079 2.80194 0.66 -0.54 -1.25
H 1.43109 -0.46494 -2.08808 0.72 -0.26 0.07
H -0.66814 -1.55398 -2.02258 0.45 -0.21 -0.05
O -0.29545 4.05967 -0.82750 0.70 -0.64 0.62
H 0.65274 0.32829 1.71716 -0.16 0.23 -0.01
H 3.24381 0.06938 -0.44215 0.26 0.23 -0.07
H 0.36023 3.78792 -0.15033 -0.60 0.46 -0.58
N 1.11757 -0.79774 -1.18481 -1.40 0.92 -0.06
C 0.06198 -1.81404 -1.24108 -1.19 0.83 -0.53
C 1.26153 0.03814 -0.13639 1.55 -2.31 0.01
H -0.60472 3.22377 -1.19766 -0.12 0.21 -0.04
H -0.53096 -1.78174 -0.33540 0.27 -0.23 0.37
```
Forces are in eV/Å.

Results
total charge	+1
E	-397.20325	hartree
LUMO level (alpha / beta)	-4.317 / -8.516	eV
gap between HOMO and LUMO (alpha / beta)	9.48 / 5.28	eV
HOMO level (alpha / beta)	-13.80 / -13.80	eV
energy above the lowest of the compared OMol25 structures with the same formula, charge and spin	108.6	kJ/mol
⟨S²⟩	0.760
multiplicity	2

Among the records above, which one has the highest E? C2H11N3O